No. 1
The following is a quantum chemistry calculation of 2 unconnected molecules or ions with the total composition C23H47N4O8P2 at a distorted geometry, from OMol25.

Structure (XYZ):
```
84
Properties=species:S:1:pos:R:3:mulliken_charge:R:1
P -2.9873 -3.4909 -0.8671 0.42
P -5.2167 -1.6589 -0.4224 0.00
O -2.4210 -2.0488 -5.0817 -0.46
O -1.0997 -0.5988 -0.2134 -0.15
O 7.6331 -1.6348 -1.4735 -0.34
O 5.4118 -1.9930 -1.7752 -0.52
O 6.1888 -1.1228 0.1734 -0.32
O -5.5164 -2.6257 1.0086 -0.49
O 2.4127 3.0575 -2.1084 -0.52
O -0.6365 3.6078 3.6324 -0.45
N -5.9520 -0.1068 -0.0407 -0.56
N -2.4159 -0.7674 0.2131 1.00
N -4.0656 -1.4796 -3.1765 -0.61
N -2.9660 -4.3927 0.4592 -0.83
C -3.4320 1.1445 3.1327 -0.58
C -2.2839 -0.8747 1.7055 -0.18
C -3.1226 -1.0080 -2.0921 -1.37
C 7.4990 -1.0482 0.7231 -0.57
C -3.2612 -1.8763 -4.1555 0.78
C 8.3523 -0.8834 -0.4998 0.50
C -0.6164 4.6656 2.6250 -0.61
C -2.4389 1.6069 -2.8202 -0.93
C -1.2357 2.4731 -2.1846 -0.70
C -3.1657 0.5876 -1.8045 0.62
C -2.1066 1.5134 3.9765 -0.68
C -1.1009 2.3594 3.0187 0.43
C 9.7585 -1.4187 -0.3364 -1.45
C 1.0905 -1.2332 0.8736 0.03
C 2.4335 -1.3736 -0.0498 -0.47
C -3.5166 -0.3757 2.6002 -0.60
C 3.5558 -0.3359 0.5138 -0.75
C -3.3333 -1.6330 -0.5756 0.74
C 6.3255 -1.6184 -1.0914 0.60
C 0.2252 1.7299 -2.2962 0.61
C -2.8584 0.6482 -0.2213 -0.71
C -0.2115 -1.6937 -0.0235 -0.67
C 1.3411 2.6557 -3.0429 -0.44
H -3.2129 2.3702 -3.2337 0.28
H -0.0295 4.3990 1.6740 0.25
H 1.2271 -1.9408 1.7669 0.42
H -1.4442 2.8836 -1.1248 0.22
H 2.7763 2.1932 -1.7662 0.31
H -3.5140 -1.0440 3.5568 0.44
H -6.4125 -0.1485 0.8914 0.27
H -1.1295 3.4188 -2.8594 0.52
H -1.7244 -3.6235 -1.5631 0.14
H -1.3364 -0.3502 2.1358 -0.23
H -1.5713 0.5456 4.2843 0.34
H -1.5646 2.6601 2.0054 -0.05
H -1.9722 0.9972 -3.6971 0.30
H 1.8182 2.0967 -3.9488 0.22
H -3.1539 -3.7735 1.2645 0.30
H 0.2419 -1.9893 -1.0578 0.33
H -0.5842 -2.6650 0.4457 0.33
H 7.5838 -0.2017 1.4075 0.36
H -4.3309 1.2738 3.8661 0.48
H 0.9205 3.6353 -3.4649 0.31
H -0.2145 1.6467 2.7547 -0.08
H -6.6286 0.1184 -0.7868 0.30
H -2.0715 -1.2308 -2.5044 0.41
H 0.9016 -0.1350 1.1491 -0.29
H 3.1295 0.7380 0.6010 0.25
H 2.2154 -1.1395 -1.1668 0.28
H 2.9047 -2.4247 0.0189 0.25
H 8.3819 0.1607 -0.8313 0.25
H -3.5729 1.9537 2.3323 0.21
H 0.0622 0.8210 -3.0101 0.09
H -3.7094 1.1591 0.3329 0.24
H -1.9362 1.2533 0.1549 -0.09
H 0.6074 1.3369 -1.2858 -0.43
H -4.2694 0.9640 -1.8391 0.60
H -2.4094 2.1578 4.8971 0.30
H 4.5332 -0.3395 -0.0896 0.17
H 10.2898 -0.8986 0.4641 0.37
H -4.0460 -3.9469 -1.7536 0.19
H -2.1331 -1.9992 1.9771 0.57
H -1.6594 5.0227 2.3007 0.28
H 10.3205 -1.2964 -1.2663 0.36
H -0.0828 5.5662 3.1192 0.24
H 9.7489 -2.4905 -0.1170 0.36
H 3.8160 -0.7132 1.5865 0.27
H -4.5598 -0.5077 2.1429 -0.01
H 7.6977 -1.9728 1.2742 0.29
H -6.1694 -3.2971 0.6592 0.33
```

Multiplicity   1
Max |F|   8.5 eV/Å
Relative energy (zero: lowest compared OMol25 entry of this formula, charge and spin)   7.412 eV
Orbital gap   9.1058 eV
Net charge   +1

No. 2
The following is a quantum chemistry calculation of a molecular structure, C24H44O2PdSSb at a distorted geometry, from OMol25.

Structure (XYZ):
```
73
Properties=species:S:1:pos:R:3:mulliken_charge:R:1
Sb 1.0858 1.2870 0.6994 0.83
Pd 0.0810 -0.4749 -1.2727 0.58
S -1.7289 -1.6315 1.4168 0.24
O -0.6598 -2.8901 -0.9367 0.13
O -0.8981 -0.5072 0.7907 -0.60
C -2.0022 -1.1360 3.1930 -0.56
C 0.5535 2.7946 3.4832 -1.22
C -3.1607 -0.9467 -3.9170 -1.60
C -1.3089 -3.3777 -0.1379 0.52
C -0.1584 2.4746 2.1905 1.21
C 0.1060 0.8424 -3.1268 0.43
C -3.3583 -0.4564 3.2463 -0.60
C 0.5405 2.2766 -3.0721 -1.43
C -1.2717 0.5341 -3.1891 -0.67
C -3.4423 -1.2140 0.9343 -0.65
C 2.9881 2.8153 0.0262 0.13
C 1.8775 -0.9106 2.8262 -1.39
C 3.4507 3.5368 1.2329 -1.24
C 3.9277 1.8952 -0.6734 -1.04
C -4.2465 -1.1675 2.2232 -0.79
C 2.4165 -0.3227 1.5320 0.38
C -0.7690 -1.7520 -3.7729 -0.71
C 1.5551 -2.6696 -3.7356 -1.83
C 2.5515 -1.3779 0.4466 -1.32
C -0.6672 3.6876 1.4384 -1.34
C 0.5885 -1.5422 -3.5471 1.24
C -1.6651 -4.7453 0.2592 -1.26
C 1.0361 -0.2270 -3.2508 -1.28
C -1.7200 -0.7301 -3.5932 1.01
H 3.3677 0.1778 1.7162 0.61
H 2.5052 -2.4958 -3.2333 0.40
H 4.5248 1.2968 0.0143 0.32
H 3.2231 -2.1690 0.7922 0.60
H -1.1471 -0.5461 3.5168 0.29
H 1.7684 -0.1623 3.6106 0.29
H -3.2770 0.6035 3.0003 0.23
H 0.0083 2.8356 -2.3019 0.26
H 2.5795 -1.6615 3.1974 0.52
H -1.1270 3.4251 0.4839 0.40
H -2.0028 -2.0831 3.7367 0.62
H 0.9205 -1.4111 2.6638 0.07
H -3.4941 -1.9551 -3.6730 0.40
H 2.6766 4.1562 1.6816 0.33
H -3.2988 -0.8259 -4.9951 0.37
H 0.9807 1.9232 3.9789 0.26
H -1.4322 4.1828 2.0413 0.45
H -4.4823 -2.1767 2.5674 0.32
H -5.1864 -0.6382 2.0734 0.40
H -1.9888 1.3416 -3.0973 0.63
H -1.5650 -4.8786 1.3368 0.40
H 1.3253 3.5516 3.3579 0.26
H 1.7663 -2.7902 -4.8015 0.39
H 2.3341 3.3845 -0.6284 0.44
H -2.7160 -4.9410 0.0145 0.40
H -0.9575 1.7468 2.3441 -0.59
H -1.0864 -2.7237 -4.1347 0.59
H 1.1311 -3.6144 -3.3976 0.38
H 1.5843 -1.8542 0.2519 0.16
H 3.4310 1.2540 -1.4022 0.02
H 4.2454 4.2307 0.9192 0.45
H 0.3029 2.7490 -4.0276 0.46
H -1.0372 -5.4584 -0.2789 0.41
H 1.6152 2.3668 -2.9182 0.29
H 3.9099 2.8874 1.9801 0.28
H 2.0983 -0.0146 -3.3040 0.58
H -3.7796 -0.5443 4.2481 0.46
H -3.3558 -0.2341 0.4615 0.32
H -3.8052 -0.2203 -3.4259 0.43
H -3.8057 -1.9409 0.2065 0.54
H 4.6406 2.5084 -1.2415 0.50
H 0.1253 4.4166 1.2657 0.27
H -0.1871 3.2189 4.1686 0.47
H 2.9659 -0.9827 -0.4821 0.17
```

Multiplicity   1
Max |F|   2.3 eV/Å
Relative energy (zero: lowest compared OMol25 entry of this formula, charge and spin)   2.920 eV
Orbital gap (spin up / spin down)   5.2732 / 5.3977 eV
Net charge   +3

No. 3
The following is a quantum chemistry calculation of 2 unconnected molecules or ions with the total composition C2H9N4O at a distorted geometry, from OMol25.

Structure (XYZ):
```
16
Properties=species:S:1:pos:R:3:nbo_charge:R:1
O -1.9207 -0.1996 -0.6764 -0.63
N -1.2774 2.0037 -0.6083 -0.83
N 1.7320 -0.4111 0.5943 -0.75
N -0.8843 0.5975 1.2386 -0.91
N 0.3865 -1.8047 -0.7522 -0.71
C 1.5532 -1.3193 -0.3786 0.40
C -1.4223 0.7339 -0.0616 0.79
H -1.2936 -0.1292 1.8385 0.43
H -0.3663 2.4334 -0.4147 0.40
H 0.9511 0.0650 1.0740 0.44
H 2.6694 -0.1695 0.9643 0.44
H -0.4773 -1.2472 -0.6105 0.45
H 2.4133 -1.7241 -0.9442 0.23
H -1.6287 2.1370 -1.5408 0.42
H 0.4604 -2.4492 -1.5015 0.42
H -0.8952 1.4834 1.7792 0.42
```

Multiplicity   1
Max |F|   1.8 eV/Å
Relative energy (zero: lowest compared OMol25 entry of this formula, charge and spin)   0.279 eV
Orbital gap   10.9437 eV
Net charge   +1

No. 4
The following is a quantum chemistry calculation of 2 unconnected molecules or ions with the total composition CH3NO at a distorted geometry, from OMol25.

Structure (XYZ):
```
6
Properties=species:S:1:pos:R:3:nbo_charge:R:1
O 2.8550 0.1318 -0.0103 -0.67
N -0.1256 0.4318 0.0826 -0.71
C 0.8738 -0.3615 0.0464 0.37
H 0.8505 -1.4160 -0.1393 0.18
H -1.0684 0.0783 -0.0752 0.40
H -0.0061 1.4217 0.2495 0.43
```

Multiplicity   1
Max |F|   6.6 eV/Å
Relative energy (zero: lowest compared OMol25 entry of this formula, charge and spin)   6.294 eV
Orbital gap (spin up / spin down)   8.7861 / 8.7823 eV
Net charge   0

No. 5
The following is a quantum chemistry calculation of 2 unconnected molecules or ions with the total composition C17H42ClFIN3O6P3 at a distorted geometry, from OMol25.

Structure (XYZ):
```
74
Properties=species:S:1:pos:R:3:mulliken_charge:R:1
I 3.8404 -2.1395 -6.3970 -0.04
Cl 0.8854 -6.4765 -3.2384 -0.31
P 1.2128 -4.4475 -3.4832 0.13
P 1.7001 -4.0973 0.5561 0.79
P -1.6039 4.4282 0.9660 0.42
F 0.1912 -3.7276 -0.2478 -0.32
O -0.2063 -3.7657 -3.0572 -0.43
O 2.1236 -4.9730 -0.9367 -0.45
O 2.3673 -2.6906 -0.1471 -0.42
O -0.4477 3.7945 1.6248 -0.82
O 3.8545 -6.8986 1.1746 -0.38
O 3.2366 -5.8925 1.9911 -0.26
N -2.0663 5.9705 0.3878 0.10
N -2.9601 4.0134 1.9059 0.29
N -1.6790 3.6709 -0.5518 0.40
C 3.5004 -1.8392 -2.0086 -1.34
C -2.9278 3.3113 -1.1996 -1.22
C 3.4074 -1.3259 -3.4617 -0.80
C 4.4367 -2.0334 -4.3527 -1.01
C -1.9669 -1.1536 2.7265 -1.89
C -1.7440 -1.7504 0.3198 -1.15
C 1.1087 -3.1809 2.0969 -1.21
C -0.6757 2.6359 -0.8016 -1.22
C -1.9176 7.0172 1.4244 -1.02
C -4.3323 4.2227 1.4766 -0.80
C 0.2961 -1.8930 1.9051 -0.81
C -1.3142 6.4428 -0.7943 -1.06
C 3.3627 -4.6393 1.3073 -0.75
C -1.2319 -2.0891 1.7484 1.11
C -2.8161 4.2888 3.3346 -1.12
C 2.2883 -2.6383 -1.5408 0.20
C 2.2959 -4.1235 -2.0169 -0.14
H 1.3824 -2.1414 -1.9121 0.24
H -4.5289 3.7817 0.5087 0.18
H 3.1433 -7.5502 1.1117 0.31
H -1.5114 -3.1133 2.0004 0.41
H -1.6691 7.4433 -1.0472 0.42
H -2.6035 6.8414 2.2513 0.20
H -2.7269 3.0278 -2.2354 0.42
H -2.8870 5.3535 3.5906 0.28
H -0.8845 -1.4596 -0.2816 0.10
H -3.4245 2.4635 -0.7127 0.30
H 0.3125 2.9527 -0.4837 0.32
H 0.4228 -1.3034 2.8221 0.45
H -3.6121 4.1595 -1.2447 0.38
H 4.5958 -3.0535 -4.0131 0.40
H -3.5964 3.7643 3.8886 0.39
H 3.7816 -3.9063 2.0011 0.42
H -1.6274 -1.2717 3.7559 0.42
H -2.1368 -2.6527 -0.1460 0.13
H 4.4112 -2.4303 -1.8722 0.47
H 0.5835 -3.8809 2.7511 0.35
H -2.4829 -0.9482 0.3426 0.42
H -0.9129 1.6932 -0.2966 0.44
H -1.8563 3.9164 3.6888 0.31
H -0.2349 6.4907 -0.6167 0.35
H -3.0477 -1.3119 2.6568 0.45
H 2.0117 -2.8900 2.6451 0.46
H 1.0526 -5.2892 0.9936 -0.08
H 3.5946 -0.9999 -1.3175 0.41
H -4.9939 3.7166 2.1828 0.39
H 4.0440 -4.7943 0.4731 0.37
H -0.6123 2.4373 -1.8740 0.34
H -0.8985 7.0769 1.8198 0.35
H -1.4918 5.8074 -1.6547 0.30
H -0.6742 -4.2826 -2.3819 0.29
H -2.1785 7.9866 1.0011 0.41
H 3.3111 -4.3202 -2.4203 0.53
H 0.6874 -1.2782 1.0952 0.13
H -1.8067 -0.1228 2.3943 0.35
H -4.6288 5.2809 1.4445 0.28
H 5.3938 -1.5219 -4.2984 0.49
H 3.6781 -0.2688 -3.4487 0.32
H 2.4029 -1.4232 -3.8720 0.63
```

Multiplicity   1
Max |F|   4.0 eV/Å
Orbital gap   7.0220 eV
Net charge   -1

No. 6
The following is a quantum chemistry calculation of a molecular structure, C48H45IrN2P4S2, from OMol25.

Structure (XYZ):
```
102
Properties=species:S:1:pos:R:3:mulliken_spin:R:1
Ir -0.0910 -0.3708 1.0505 0.92
S 1.3804 0.3129 3.2992 0.88
S -2.2676 -0.2720 -0.8115 0.22
P -1.8525 0.8657 2.1514 0.14
P 0.8519 1.3630 -0.2809 0.15
P -1.2123 -2.1625 2.0915 0.14
P -1.2133 0.6224 -2.2663 -0.08
N 3.4545 -4.6719 -4.0595 0.00
N 1.8691 -0.9980 2.5201 0.53
C -0.3388 5.2924 -0.4521 0.01
C -2.3231 -1.0488 -4.2029 0.01
C 4.9279 -3.6102 3.6573 0.12
C -5.2325 -2.1838 2.7798 0.20
C 4.7557 1.3072 -1.5650 0.00
C 4.8160 1.6138 0.8132 0.01
C -2.2814 -1.9288 -5.2712 0.01
C 4.8478 -2.3541 4.2462 -0.04
C -1.5920 2.7501 -4.0218 0.00
C 2.6907 1.4618 -0.3261 0.00
C 3.4296 1.6174 0.8452 0.00
C 2.9837 -3.1009 2.3311 0.08
C 0.2267 4.8305 1.8349 0.00
C 0.4643 3.1020 0.1670 0.03
C 0.1123 -1.7106 -5.3593 0.01
C 0.0211 3.9977 -0.8014 0.05
C -2.1204 2.0643 -2.9274 0.09
C -3.9171 3.6614 -2.8104 0.01
C -0.5155 -2.6233 3.7247 0.02
C 0.3909 1.1637 -1.9531 0.75
C 2.9192 -4.0368 -3.2621 0.00
C 5.4840 1.4572 -0.3941 0.00
C 0.5739 3.5348 1.4856 -0.01
C 3.3678 1.3065 -1.5308 0.01
C -5.5066 -0.7767 2.8872 0.15
C -2.8895 -1.6978 2.3487 0.29
C 2.3079 -1.6756 -0.4507 -0.01
C -3.1671 -0.2721 2.4407 0.26
C -1.4917 1.6140 3.7951 0.09
C 2.2468 -3.2441 -2.2717 0.00
C -2.2212 3.8875 -4.5001 0.00
C 2.8955 -1.8332 2.9236 -0.14
C 0.2150 -2.4537 -1.2564 -0.08
C 2.9725 -2.4479 -1.3881 -0.03
C -3.2858 2.5210 -2.3280 0.02
C -1.1464 -0.4879 -3.7111 -0.03
C -3.3846 4.3464 -3.8916 0.01
C -3.9503 -2.6023 2.5204 -0.15
C -4.4936 0.1278 2.7190 -0.08
C -1.2357 -3.7995 1.2935 0.00
C 3.9887 -3.9763 2.6993 -0.07
C -0.2410 5.7104 0.8670 0.00
C -2.6074 2.3223 1.3165 0.00
C 3.8447 -1.4700 3.8890 0.20
C 0.8562 -3.2459 -2.1934 -0.02
C 0.0695 -0.8197 -4.2931 0.03
C -1.0606 -2.2633 -5.8489 0.00
C 0.9081 -1.6410 -0.3466 0.23
H 5.2685 1.1805 -2.5109 0.00
H 2.7864 1.1787 -2.4350 -0.03
H 1.0660 -1.9835 -5.7943 0.00
H -2.0299 2.6263 0.4485 0.00
H -0.4498 -1.7360 4.3544 0.01
H -6.5119 -0.4320 3.0960 0.02
H -4.8249 4.0140 -2.3367 0.00
H -4.7233 1.1874 2.7980 0.02
H 2.9250 1.7169 1.7980 -0.01
H -1.6944 -4.5268 1.9651 0.00
H 0.4812 -3.0542 3.6255 0.00
H -1.1861 -3.3456 4.1938 0.00
H 4.0412 -4.9521 2.2324 0.00
H 0.2794 -3.8482 -2.8849 0.00
H -2.6735 3.1667 2.0048 0.00
H 6.5668 1.4465 -0.4194 0.00
H -3.1986 -2.3635 -5.6488 0.00
H -6.0293 -2.9073 2.8966 0.02
H 0.9760 -0.3858 -3.8889 -0.02
H -3.8751 5.2373 -4.2644 0.00
H -0.6808 2.3906 -4.4857 -0.01
H -0.8659 -2.4434 -1.2603 0.00
H 5.5764 -2.0594 4.9918 0.00
H 3.7808 -0.4899 4.3443 0.01
H 4.0545 -2.4312 -1.4397 0.00
H 2.2522 -3.3730 1.5815 0.03
H -2.4200 2.0381 4.1843 0.01
H -1.8052 -3.7557 0.3674 -0.02
H 0.3077 5.1499 2.8672 0.00
H -3.2699 -0.8066 -3.7331 0.00
H -3.6873 1.9761 -1.4823 0.01
H -0.2165 -4.1135 1.0680 0.00
H 5.7157 -4.2965 3.9402 0.01
H -0.5273 6.7183 1.1413 0.00
H -3.7568 -3.6682 2.4403 0.01
H -0.7024 5.9712 -1.2138 0.00
H -0.0566 3.6715 -1.8312 -0.03
H 0.9107 2.8423 2.2461 0.01
H -1.1456 0.8402 4.4787 -0.01
H -0.7384 2.4001 3.7280 0.00
H -3.6049 2.0433 0.9821 0.00
H -1.0264 -2.9617 -6.6761 0.00
H -1.8053 4.4186 -5.3474 0.00
H 2.9092 -1.0795 0.2223 0.03
H 5.3744 1.7245 1.7347 0.00
```

Multiplicity   6
Max |F|   0.1 eV/Å
Relative energy (zero: lowest compared OMol25 entry of this formula, charge and spin)   0.000 eV
Orbital gap (spin up / spin down)   3.9587 / 6.4434 eV
Net charge   -1